(1)
13
Properties=species:S:1:pos:R:3:mulliken_charge:R:1 method="wB97M-V/def2-TZVPD" orbital_gap_ha=0.283 charge=+1 lumo_ev=-5.7
C 0.46571 -0.89383 0.99521 0.14
C 0.98391 -2.07000 0.83456 -0.63
C -0.04440 0.29817 1.37217 -0.16
C -1.53774 1.07078 -0.38052 -0.17
N -1.16167 1.22360 0.86576 0.02
I 0.92278 0.41449 -3.01194 -0.04
H 1.84291 -2.25348 0.15837 0.27
H 0.95461 -2.87186 1.64024 0.27
H 1.89789 0.18125 -4.29070 0.14
H 0.33979 0.71891 2.32357 0.33
H -2.28353 1.76767 -0.85158 0.25
H -1.10434 0.30689 -1.02520 0.23
H -1.27591 2.10740 1.37007 0.34

---

(2)
15
Properties=species:S:1:pos:R:3:mulliken_charge:R:1 method="wB97M-V/def2-TZVPD" orbital_gap_ha=0.310 lumo_ev=0.3
C 0.81539 0.32388 0.96757 0.25
C -0.83985 -0.14092 -0.65020 -0.53
C -0.53185 1.32366 -0.98814 -0.55
C 0.29313 -1.98718 0.63723 -1.03
N 0.16909 -0.58359 0.29739 0.16
N -0.16552 1.94818 0.25073 -0.63
S 1.97645 0.46140 2.02497 -0.29
I 1.12589 3.50278 0.17181 0.12
H -1.82974 -0.22652 -0.19158 0.32
H -0.80888 -0.76090 -1.55392 0.41
H 0.24756 1.37084 -1.76293 0.37
H -1.43843 1.79876 -1.38347 0.34
H 0.07647 -2.13291 1.69660 0.35
H -0.40380 -2.56773 0.03825 0.38
H 1.31409 -2.32976 0.44570 0.32

---

(3)
15
Properties=species:S:1:pos:R:3:mulliken_charge:R:1 method="wB97M-V/def2-TZVPD" orbital_gap_ha=0.333 lumo_ev=0.4
C -1.98867 0.29431 0.21311 -0.91
N -0.73946 -0.03199 -0.34611 -0.20
C -0.00100 -0.80660 0.30402 -0.09
C 1.33403 -1.07817 -0.31127 -0.40
N 1.60708 -0.43902 -1.56128 -0.40
C 0.97389 0.33658 -2.22949 0.60
S 0.34357 1.10743 -3.37394 -0.43
H -1.90957 1.49160 0.25691 0.23
H -2.77884 0.05147 -0.46521 0.31
H -2.14875 -0.11446 1.12189 0.39
H -0.25072 -1.53447 1.10997 0.34
H 1.97155 -0.58147 0.41692 0.12
H 1.77572 -2.04640 -0.39030 0.40
I 1.68383 1.54734 2.71291 -0.07
H 0.12735 1.80385 2.54187 0.10

---

(4)
14
Properties=species:S:1:pos:R:3:mulliken_charge:R:1 method="wB97M-V/def2-TZVPD" orbital_gap_ha=0.307 charge=+1 lumo_ev=-5.3
C -0.26303 -1.27859 -0.58582 -0.44
C -1.84698 -0.91725 0.85908 -0.60
C 1.14769 0.83454 -0.33673 -0.87
C -0.92427 0.23578 0.92198 0.01
N 0.01909 -0.03131 0.06072 0.20
O -1.35509 -1.87776 0.06758 -0.26
I -3.63286 0.16726 -0.11020 0.15
H -0.43779 -1.04795 -1.72668 0.36
H 0.57616 -2.03172 -0.48775 0.35
H -2.33407 -1.33962 1.68623 0.59
H 1.77311 1.13236 0.52690 0.35
H 0.69640 1.73349 -0.68154 0.40
H 1.89834 0.42628 -1.12276 0.32
H -0.98473 1.67548 1.66553 0.43